A 2-piece molecular cluster, C3H11NOS overall. Source: OMol25; level of theory: wB97M-V/def2-TZVPD.

Summary:
Total charge: -1
Highest occupied orbital energy (alpha / beta) in eV: 1.14 / -5.09
ΔE to the lowest compared entry with this formula, charge and spin in eV: 0.9027
Gap between HOMO and LUMO (alpha / beta) in eV: 2.24 / 8.63
2S+1: 2
⟨S²⟩: 0.751
E_tot in a.u.: -649.00846

Each line ends with the Mulliken spin population.
CARTESIAN COORDINATES (ANGSTROEM)
C  -1.8961  1.1521  1.3054  0.543
S  -2.0523  -0.5401  0.6929  -0.682
C  -2.0540  -0.5316  -1.1033  1.290
H  -2.8286  1.6801  1.1280  -0.006
H  -1.0146  1.6153  0.8574  -0.094
H  -1.6184  1.0234  2.3495  -0.047
H  -3.0910  -0.4267  -1.4527  -0.098
H  -1.4981  0.2446  -1.6330  -0.349
H  -1.7866  -1.5322  -1.4265  -0.116
N  1.6312  0.1164  -0.8063  0.079
C  2.0996  -0.2467  0.4841  1.154
O  3.4611  -0.7004  0.5409  -0.565
H  2.3009  0.6129  -1.3688  0.008
H  1.2298  -0.6090  -1.3861  -0.292
H  2.0414  0.6154  1.1462  0.140
H  1.5097  -1.1107  0.8149  0.010
H  3.5660  -1.3629  -0.1425  0.025

Atoms 1-6, force components in eV/Å:
C 0.52 -0.47 -0.78
S 0.45 -0.73 0.46
C -1.35 0.60 -0.49
H 0.19 0.41 0.29
H -0.30 0.25 -0.24
H -0.49 0.09 0.22

A 13-piece molecular cluster, C45H113N3O22 overall. Source: OMol25; level of theory: wB97M-V/def2-TZVPD.

Summary:
Highest occupied orbital energy in eV: -8.13
Gap between HOMO and LUMO in eV: 8.34
E_tot in a.u.: -3601.51510

Each line ends with the Löwdin charge.
CARTESIAN COORDINATES (ANGSTROEM)
O  1.0784  3.4828  2.6685  -0.037
H  0.3320  2.9792  2.9934  0.018
H  1.7729  3.3219  3.3073  0.034
C  -1.1309  5.9051  -5.7236  -0.017
C  -1.2068  4.5781  -4.8550  -0.439
C  -2.6349  4.0918  -4.6332  -0.143
C  -3.2844  3.3701  -5.8107  -0.152
C  -2.3564  2.1950  -6.3459  -0.099
C  -0.9379  2.7582  -6.6905  -0.494
N  -0.3772  3.4967  -5.5095  -0.103
O  0.9220  3.9427  -5.6826  -0.035
C  0.0544  1.5991  -7.0036  -0.028
C  -0.9453  3.5855  -7.9540  -0.052
C  -0.5485  4.8565  -3.4626  -0.029
H  -1.8751  5.9504  -6.5186  0.067
H  -0.1485  6.0889  -6.1586  0.075
H  -1.1488  6.7921  -5.0904  0.075
H  -2.7247  3.3870  -3.8067  0.103
H  -3.3196  4.8916  -4.3509  0.123
H  -3.5004  4.0188  -6.6597  0.097
H  -4.2051  2.8226  -5.6089  0.104
H  -2.7889  1.6317  -7.1728  0.115
H  -2.0920  1.4547  -5.5909  0.096
H  0.2957  1.0500  -6.0935  0.058
H  -0.3842  0.9019  -7.7175  0.085
H  0.9436  1.9527  -7.5255  0.084
H  0.0215  4.0765  -8.0643  0.084
H  -1.0570  2.9441  -8.8282  0.086
H  -1.7081  4.3632  -7.9936  0.066
H  0.4193  5.3291  -3.6303  0.076
H  -0.4305  3.9961  -2.8038  0.056
H  -1.2620  5.4917  -2.9377  0.088
H  1.5044  3.2848  -5.2959  0.049
C  -2.8164  -0.1741  -1.7332  -0.033
C  -1.4706  0.4567  -1.4508  -0.425
C  -1.6304  1.6878  -0.4991  -0.112
C  -1.8823  1.2752  0.9705  -0.195
C  -0.8196  0.3286  1.3672  -0.144
C  -0.5752  -1.0158  0.4868  -0.401
N  -0.4776  -0.5055  -0.9252  -0.124
O  -0.0588  -1.5069  -1.7542  -0.023
C  0.8178  -1.5943  1.0008  -0.001
C  -1.6543  -2.0239  0.7236  -0.029
C  -0.7478  1.0167  -2.7697  -0.009
H  -2.9162  -1.1378  -2.2325  0.087
H  -3.3867  0.4734  -2.3993  0.085
H  -3.4121  -0.3670  -0.8409  0.060
H  -0.7036  2.2493  -0.3821  0.101
H  -2.4134  2.4039  -0.7485  0.107
H  -2.8445  0.7637  0.9410  0.090
H  -1.8435  2.1366  1.6373  0.123
H  -0.9121  0.0035  2.4034  0.105
H  0.0920  0.9249  1.4045  0.100
H  0.6704  -1.9265  2.0284  0.075
H  1.0458  -2.4815  0.4101  0.063
H  1.7159  -0.9777  1.0382  0.065
H  -1.7056  -2.4244  1.7361  0.085
H  -2.6514  -1.8524  0.3180  0.077
H  -1.3840  -2.8179  0.0275  0.066
H  -1.1062  2.0210  -2.9959  0.044
H  -0.8397  0.2957  -3.5820  0.074
H  0.3156  1.2002  -2.6156  0.077
H  0.6698  -1.1234  -2.2478  0.088
C  -0.2697  1.9364  7.6374  -0.013
C  0.7636  2.7561  6.7285  -0.394
C  2.1146  2.8091  7.5437  -0.153
C  2.9656  1.5404  7.4777  -0.169
C  3.1329  0.9939  6.0047  -0.091
C  1.7799  0.8923  5.2401  -0.519
N  0.9808  2.1059  5.3845  -0.091
O  -0.2262  1.9886  4.6549  -0.038
C  2.1298  0.5979  3.7680  -0.027
C  1.0405  -0.3037  5.7470  -0.038
C  0.3337  4.2920  6.6013  -0.024
H  -0.0126  0.9072  7.8878  0.064
H  -1.1397  1.8308  6.9892  0.052
H  -0.5951  2.5705  8.4622  0.083
H  2.7200  3.5774  7.0627  0.107
H  1.9170  3.0534  8.5874  0.119
H  2.4854  0.8707  8.1911  0.098
H  3.9398  1.8038  7.8895  0.105
H  3.4988  -0.0271  6.1133  0.115
H  3.8586  1.6072  5.4706  0.118
H  1.2469  0.4012  3.1598  0.048
H  2.5483  1.4489  3.2307  0.077
H  2.8046  -0.2529  3.6734  0.095
H  1.5891  -1.2041  5.4704  0.093
H  0.9804  -0.4271  6.8283  0.078
H  0.0957  -0.3454  5.2050  0.084
H  -0.4269  4.5730  5.8729  0.073
H  1.1425  4.9425  6.2684  0.071
H  0.0230  4.7335  7.5482  0.075
H  -0.6934  1.3701  5.2213  0.036
C  0.1321  -6.8540  3.8255  -0.177
C  0.3608  -5.3954  4.3475  -0.257
O  -0.3300  -4.4802  3.5605  -0.087
O  0.8768  -6.8597  2.5767  -0.091
H  -0.9176  -7.1317  3.7308  0.111
H  0.6597  -7.4914  4.5350  0.110
H  1.3832  -5.0339  4.4581  0.119
H  -0.0380  -5.3105  5.3584  0.107
H  -0.0028  -4.5151  2.6587  0.054
H  0.4084  -6.3996  1.8764  0.019
C  -2.1932  -5.5972  1.1008  -0.181
C  -2.9388  -6.6119  0.2776  -0.228
O  -3.3751  -6.1018  -1.0041  -0.061
O  -0.7733  -5.5640  0.7214  -0.115
H  -2.3551  -5.7137  2.1724  0.115
H  -2.6680  -4.6410  0.8807  0.106
H  -3.8613  -6.8523  0.8061  0.119
H  -2.3368  -7.5206  0.2822  0.120
H  -2.6754  -6.2443  -1.6457  0.037
H  -0.7018  -5.2167  -0.1707  0.029
C  3.6439  1.1811  -4.1487  -0.227
C  3.1134  -0.1912  -4.7017  -0.230
O  1.8361  -0.6042  -4.3205  -0.044
O  2.9736  2.2561  -4.7046  -0.080
H  4.6982  1.4570  -4.1644  0.133
H  3.3719  1.1790  -3.0932  0.104
H  3.7710  -1.0242  -4.4530  0.117
H  3.2558  0.0012  -5.7651  0.116
H  1.2999  0.1249  -4.6407  0.043
H  3.5983  2.9145  -5.0177  0.106
C  5.6646  -0.6171  -1.1191  -0.187
C  4.9117  -1.1549  0.0810  -0.228
O  5.5397  -0.7684  1.3384  -0.060
O  5.9316  0.8407  -1.0057  -0.085
H  5.1425  -0.9002  -2.0330  0.105
H  6.6833  -0.9989  -1.0506  0.124
H  4.7286  -2.2259  -0.0067  0.105
H  3.8798  -0.8040  0.0745  0.096
H  5.6874  0.1726  1.2189  0.066
H  5.0940  1.2379  -0.7563  0.063
C  -3.7253  -0.0691  4.7617  -0.262
C  -3.6796  -1.6304  4.6558  -0.179
O  -3.5741  -2.2385  5.9885  -0.076
O  -2.7226  0.4115  5.5302  -0.060
H  -4.6510  0.2354  5.2500  0.118
H  -3.8121  0.4143  3.7886  0.117
H  -2.7750  -1.9355  4.1298  0.096
H  -4.4405  -2.1171  4.0455  0.112
H  -2.7259  -2.6875  5.9654  0.072
H  -2.8317  0.1902  6.4580  0.101
C  2.5358  4.4520  -1.7094  -0.248
C  1.6887  4.5656  -0.4468  -0.265
O  2.4135  4.8689  0.7080  -0.061
O  2.9922  5.7431  -2.1012  -0.046
H  1.9024  3.9776  -2.4589  0.085
H  3.3890  3.8188  -1.4663  0.113
H  1.1982  3.6005  -0.3197  0.099
H  0.9072  5.3197  -0.5406  0.122
H  1.9874  4.5061  1.4880  0.022
H  3.3589  5.5681  -2.9710  0.074
C  3.7238  -5.4954  -2.1710  -0.238
C  3.1758  -4.9660  -0.8550  -0.269
O  3.9194  -5.5055  0.1920  -0.044
O  5.0787  -5.0645  -2.2110  -0.070
H  3.2027  -5.0367  -3.0114  0.119
H  3.6486  -6.5828  -2.1650  0.122
H  2.1962  -5.4431  -0.8255  0.092
H  3.0688  -3.8829  -0.7957  0.112
H  4.7359  -5.0329  0.3693  0.086
H  5.5549  -5.7534  -1.7416  0.081
C  -0.4345  -5.0309  -2.8704  -0.158
C  -0.0279  -6.5398  -2.7035  -0.236
O  -0.8158  -7.1305  -1.7706  -0.054
O  0.0052  -4.4265  -1.6428  -0.101
H  -1.5160  -4.9230  -2.9525  0.112
H  -0.0895  -4.4682  -3.7379  0.121
H  1.0246  -6.6659  -2.4495  0.112
H  -0.3176  -7.1240  -3.5769  0.127
H  -0.2900  -7.0825  -0.9688  0.089
H  -0.1500  -3.4894  -1.7818  0.050
C  -6.5169  1.7398  -0.7609  -0.243
C  -5.4875  2.1733  0.2583  -0.244
O  -5.7703  3.4299  0.8479  -0.055
O  -6.6821  2.6088  -1.8790  -0.075
H  -7.5292  1.7844  -0.3592  0.120
H  -6.3636  0.7245  -1.1264  0.114
H  -4.4858  2.2675  -0.1611  0.097
H  -5.6186  1.3952  1.0103  0.122
H  -5.6518  4.1012  0.1720  0.084
H  -7.5813  2.9442  -1.8540  0.080

Atoms 1-6, force components in eV/Å:
O 0.18 0.37 -0.59
H -0.30 -0.18 0.33
H 0.00 -0.10 0.48
C 0.30 -0.19 0.81
C 1.60 0.20 -0.51
C -1.11 -0.71 -0.39

C24H64CoF4N2O16S4 as an isolated structure. Source: OMol25; level of theory: wB97M-V/def2-TZVPD.

Summary:
Highest occupied orbital energy (alpha / beta) in eV: -9.75 / -9.75
ΔE to the lowest compared entry with this formula, charge and spin in eV: 0.0000
Gap between HOMO and LUMO (alpha / beta) in eV: 9.80 / 9.04
2S+1: 4
⟨S²⟩: 3.755
E_tot in a.u.: -5641.15454

Each line ends with the Mulliken spin population.
CARTESIAN COORDINATES (ANGSTROEM)
Co  -0.2778  0.2392  1.7124  2.740
N  -0.2074  0.0072  -0.3035  -0.002
S  -0.9937  -0.8651  -1.3760  0.014
O  -0.3461  -2.0753  -1.7756  0.005
O  -1.7558  -0.1758  -2.3447  0.003
F  -2.0716  -1.4170  -0.3289  0.005
S  0.7496  0.8956  -1.4112  0.025
O  0.1655  2.0995  -1.8411  0.004
O  1.4994  0.1386  -2.3439  0.004
F  1.8383  1.2381  -0.3344  0.005
N  0.0522  1.8090  2.9728  0.002
S  -0.2775  1.7504  4.6321  0.007
O  -1.4154  2.4566  5.0645  0.003
O  0.8707  1.6630  5.4496  0.002
F  -0.7746  0.2326  4.5475  0.004
S  0.8106  3.2128  2.9897  0.006
O  2.1889  3.2082  3.2916  0.003
O  0.0321  4.3491  3.3014  0.004
F  0.8344  3.3099  1.3689  0.005
C  -0.9690  5.1425  -0.2892  0.000
C  0.1220  6.0333  -0.8463  0.000
C  0.3716  5.8544  -2.3207  0.000
O  -0.1524  7.4195  -0.6100  0.000
H  -1.9794  5.5217  -0.4729  0.000
H  -0.8406  5.0641  0.7945  0.000
H  -0.9268  4.1149  -0.6508  -0.001
H  1.0295  5.7962  -0.2766  0.000
H  -0.5084  6.0985  -2.9153  0.000
H  0.7150  4.8535  -2.5866  0.000
H  1.1995  6.5131  -2.5962  0.000
H  -0.7866  7.4945  0.1082  0.000
C  3.1366  -1.4022  3.5559  -0.002
C  2.7034  -0.0965  2.9051  0.003
C  3.8546  0.6759  2.2951  -0.001
O  1.7001  -0.4144  1.9040  0.087
H  2.2651  -1.8849  4.0057  0.000
H  3.8678  -1.2997  4.3570  0.001
H  3.5532  -2.0646  2.7916  0.000
H  2.2114  0.5242  3.6510  -0.001
H  3.4790  1.5612  1.7804  -0.001
H  4.4249  0.0765  1.5834  0.000
H  4.5150  1.0444  3.0807  0.000
H  2.1269  -0.9497  1.1905  -0.008
C  -3.1663  2.1870  -0.0571  -0.004
C  -2.7435  2.1392  1.3904  0.007
C  -3.7666  2.5528  2.4166  0.000
O  -2.3254  0.7429  1.7068  0.042
H  -4.1317  1.6811  -0.2010  0.000
H  -2.4844  1.7075  -0.7542  0.001
H  -3.3787  3.2088  -0.3793  0.000
H  -1.8327  2.7186  1.5486  0.003
H  -3.2921  2.5450  3.3976  0.000
H  -4.6650  1.9338  2.4122  0.000
H  -4.0894  3.5871  2.2735  0.000
H  -3.1830  0.2694  1.6124  0.002
C  4.5839  -3.2157  -0.7077  0.000
C  3.2424  -2.8062  -1.3046  0.000
C  2.7706  -3.8326  -2.3186  0.000
O  2.2209  -2.6351  -0.2842  0.001
H  4.5696  -4.2709  -0.4229  0.000
H  4.8609  -2.6403  0.1712  0.000
H  5.2996  -3.0794  -1.5188  0.000
H  3.3966  -1.8318  -1.7846  0.000
H  2.6561  -4.8011  -1.8237  0.000
H  3.4832  -3.8970  -3.1394  0.000
H  1.7742  -3.6054  -2.7054  0.000
H  1.3910  -2.5690  -0.7861  0.000
C  5.1719  1.9656  -1.2859  0.000
C  6.3243  0.9773  -1.1145  0.000
C  6.7781  0.4528  -2.4517  0.000
O  7.4533  1.6238  -0.5210  0.000
H  4.2357  1.4066  -1.3186  0.000
H  5.2815  2.5544  -2.1949  0.000
H  5.1599  2.6408  -0.4300  0.000
H  5.9898  0.1653  -0.4601  0.000
H  6.9667  1.2531  -3.1643  0.000
H  6.0643  -0.2675  -2.8657  0.000
H  7.6873  -0.1515  -2.3814  0.000
H  7.3974  1.5833  0.4367  0.000
C  -6.5067  -2.2858  1.3777  0.000
C  -5.1376  -1.9268  0.8290  0.000
C  -5.1630  -1.7114  -0.6717  0.000
O  -4.7658  -0.6573  1.4383  0.000
H  -6.4454  -2.2678  2.4707  0.000
H  -6.8476  -3.2846  1.1107  0.000
H  -7.2574  -1.5333  1.1219  0.000
H  -4.4194  -2.6980  1.1045  0.000
H  -4.2284  -1.3433  -1.0870  0.000
H  -5.9192  -0.9688  -0.9419  0.000
H  -5.3924  -2.6506  -1.1826  0.000
H  -5.5519  -0.1003  1.4233  0.000
C  -0.4038  -3.6606  3.8112  0.001
C  -0.2891  -2.9773  2.4730  0.000
C  -0.9707  -3.7511  1.3528  -0.001
O  -0.8212  -1.6368  2.5836  0.030
H  0.1049  -4.6228  3.8007  0.001
H  -1.4253  -3.7127  4.2051  0.000
H  0.0835  -3.0996  4.6192  -0.001
H  0.7701  -2.8826  2.2323  0.001
H  -2.0446  -3.5418  1.4187  0.000
H  -0.8870  -4.8331  1.4501  0.000
H  -0.6050  -3.4561  0.3725  0.000
H  -1.6716  -1.6553  3.0405  0.000
C  -1.9764  -2.6185  -4.5360  0.000
C  -3.3512  -2.0429  -4.8558  0.000
C  -3.4551  -1.5143  -6.2625  0.000
O  -4.2824  -3.1546  -4.7672  0.000
H  -1.2580  -1.8026  -4.4220  0.000
H  -1.5985  -3.3571  -5.2466  0.000
H  -1.9904  -3.0997  -3.5569  0.000
H  -3.5472  -1.3200  -4.0675  0.000
H  -4.4712  -1.1969  -6.5237  0.000
H  -3.2332  -2.2276  -7.0605  0.000
H  -2.8576  -0.6099  -6.4227  0.000
H  -3.9180  -3.8439  -5.3311  0.000

Atoms 1-6, force components in eV/Å:
Co -0.28 -1.00 -0.01
N 1.37 1.18 -3.03
S -2.57 -3.44 1.35
O 0.58 0.32 0.13
O 0.09 0.85 -0.36
F 0.17 0.31 -0.12

Q: E_tot of number 1 (C3H11NOS)?
A: -649.00846 a.u.